No. 1
# C2H4ClOP

A cluster of 2 separate species, C2H4ClOP in total in a non-equilibrium geometry (ωB97M-V/def2-TZVPD, the Open Molecules 2025 dataset).

SMILES = O=PCl.C=C
orbital gap = 9.133 eV
ΔE to the lowest compared entry with this formula, charge and spin = 18.0 kcal per mole
net charge = 0
LUMO level = -0.902 eV

Cartesian coordinates (Å):
O (2.2268, 0.3232, -1.7589)
P (2.7721, 1.3889, -1.0182)
Cl (2.6321, 0.8968, 0.9334)
C (-1.2974, -0.2583, 0.9157)
C (-1.2428, -0.6037, -0.3827)
H (-0.5006, 0.3993, 1.4171)
H (-1.9584, -0.7895, 1.6785)
H (-2.0262, -1.2446, -0.7019)
H (-0.6056, -0.1120, -1.0831)

No. 2
# C2H4ClOP

An isolated molecule of C2H4ClOP in a non-equilibrium geometry (ωB97M-V/def2-TZVPD, the Open Molecules 2025 dataset).

SMILES = CO/P=C/Cl
orbital gap = 8.901 eV
ΔE to the lowest compared entry with this formula, charge and spin = 55.8 kcal per mole
net charge = 0
LUMO level = -0.041 eV

Cartesian coordinates (Å):
C (1.7439, 0.3241, -0.1259)
O (0.6062, -0.3835, 0.3303)
P (-0.8398, 0.4825, 0.1945)
C (-2.1746, -0.5815, 0.0420)
Cl (-3.7829, 0.0667, 0.1151)
H (2.8089, 0.0236, 0.1132)
H (1.8440, 1.4304, 0.1685)
H (1.8171, 0.1723, -1.2512)
H (-2.0227, -1.5346, 0.4136)

No. 3
# C2H4ClOP

An isolated molecule of C2H4ClOP in a non-equilibrium geometry (ωB97M-V/def2-TZVPD, the Open Molecules 2025 dataset).

SMILES = CO/P=C/Cl
orbital gap = 9.042 eV
ΔE to the lowest compared entry with this formula, charge and spin = 48.8 kcal per mole
net charge = 0
LUMO level = -0.008 eV

Cartesian coordinates (Å):
C (1.4542, -0.2368, 0.2252)
O (0.5352, -0.7364, -0.6196)
P (-0.5020, 0.2695, -1.3418)
C (-1.6189, 0.4160, -0.1189)
Cl (-3.2011, 1.0293, -0.2577)
H (2.3912, -0.2892, -0.2763)
H (1.4084, -0.9662, 1.0914)
H (1.2309, 0.7515, 0.5995)
H (-1.6980, -0.2377, 0.6982)

No. 4
# C2H4ClOP

An isolated molecule of C2H4ClOP in a non-equilibrium geometry (ωB97M-V/def2-TZVPD, the Open Molecules 2025 dataset).

SMILES = CO/P=C/Cl
orbital gap = 9.337 eV
ΔE to the lowest compared entry with this formula, charge and spin = 40.0 kcal per mole
net charge = 0
LUMO level = 0.514 eV

Cartesian coordinates (Å):
C (1.7298, -0.0435, 0.0549)
O (0.3871, 0.4454, 0.1115)
P (-0.7309, -0.5022, -0.5988)
C (-2.1180, 0.0998, 0.0091)
Cl (-3.6752, -0.5692, -0.3328)
H (2.0870, -0.3899, 1.0002)
H (2.3306, 0.7587, -0.1349)
H (1.9265, -0.7650, -0.7678)
H (-1.9369, 0.9659, 0.6586)

No. 5
# C2H4ClP

An isolated molecule of C2H4ClP in a non-equilibrium geometry (ωB97M-V/def2-TZVPD, the Open Molecules 2025 dataset).

SMILES = C/C=P/Cl
orbital gap = 9.469 eV
ΔE to the lowest compared entry with this formula, charge and spin = 3.6 kcal per mole
net charge = 0
LUMO level = 0.104 eV

Cartesian coordinates (Å):
C (-0.4858, 0.4696, -0.2422)
C (0.8166, 0.6844, -0.8850)
P (2.1071, 1.3952, -0.2278)
Cl (3.4364, 1.5995, -1.8374)
H (-0.6042, -0.0176, 0.7474)
H (-1.1529, -0.0600, -0.8348)
H (-0.9328, 1.4136, -0.0205)
H (1.0248, 0.1418, -1.9032)

No. 6
# C2H4CrO2

A structure of composition C2H4CrO2 in a non-equilibrium geometry (ωB97M-V/def2-TZVPD, the Open Molecules 2025 dataset).

multiplicity = 5
expectation value of S² = 6.038
orbital gap (alpha / beta) = 7.943 / 8.929 eV
ΔE to the lowest compared entry with this formula, charge and spin = 0.0 kcal per mole
net charge = +2
LUMO level (alpha / beta) = -12.114 / -11.252 eV

Cartesian coordinates (Å):
C (-0.4207, 0.4121, 0.1849)
C (-1.1785, -0.4938, -0.6094)
O (0.7215, -0.2285, 0.3849)
H (-0.2950, 1.4763, -0.0296)
H (-1.6282, 0.0306, -1.4619)
H (-1.9361, -1.0114, -0.0065)
Cr (2.9291, 0.4970, 1.7622)
O (1.8511, 0.5970, 0.2757)
H (-0.0432, -1.2794, -0.5004)

No. 7
# C2H4CsLiO

A structure of composition C2H4CsLiO in a non-equilibrium geometry (ωB97M-V/def2-TZVPD, the Open Molecules 2025 dataset).

multiplicity = 2
expectation value of S² = 0.755
orbital gap (alpha / beta) = 8.556 / 7.712 eV
net charge = +1
LUMO level (alpha / beta) = -3.533 / -3.538 eV

Cartesian coordinates (Å):
O (0.7179, 0.7320, 0.2037)
Li (2.4121, 1.2434, 0.6006)
Cs (-2.3104, -1.9392, 0.8344)
C (1.1836, 3.3993, 0.2723)
C (2.3203, 3.8016, 0.8985)
H (0.2720, 3.3127, 0.8744)
H (1.1530, 3.4092, -0.8219)
H (2.3614, 3.8796, 1.9884)
H (3.2101, 4.0855, 0.3309)

No. 8
# C2H4EuO3

A structure of composition C2H4EuO3 in a non-equilibrium geometry (ωB97M-V/def2-TZVPD, the Open Molecules 2025 dataset).

multiplicity = 8
expectation value of S² = 15.761
orbital gap (alpha / beta) = 4.511 / 4.444 eV
ΔE to the lowest compared entry with this formula, charge and spin = 0.0 kcal per mole
net charge = 0
LUMO level (alpha / beta) = -0.958 / -1.028 eV

Cartesian coordinates (Å):
O (-0.4894, 1.1957, -0.9869)
C (-1.3499, 1.1178, -0.0435)
C (-1.7831, -0.3386, 0.1646)
O (-0.9328, -1.3194, -0.3242)
H (2.4393, 0.9170, 0.8663)
H (-2.7984, -0.3902, -0.2932)
H (-1.9614, -0.4144, 1.2626)
Eu (0.8926, -0.5570, -1.2535)
O (2.5911, 0.1431, 0.2055)
H (3.3919, -0.3542, 0.4025)

No. 9
# C2H4F2

A cluster of 2 separate species, C2H4F2 in total in a non-equilibrium geometry (ωB97M-V/def2-TZVPD, the Open Molecules 2025 dataset).

orbital gap = 10.627 eV
ΔE to the lowest compared entry with this formula, charge and spin = 72.4 kcal per mole
net charge = 0
LUMO level = 1.109 eV

Cartesian coordinates (Å):
C (-0.8912, 0.5572, -0.0423)
C (0.9517, -0.6299, 0.0582)
F (-1.9662, -0.2502, 0.2072)
F (1.8915, 0.3442, 0.2137)
H (-0.8619, 0.7919, -1.0734)
H (-0.9950, 1.3256, 0.6771)
H (1.0490, -1.2957, 0.8188)
H (0.9053, -1.0761, -0.9018)

No. 10
# C2H4F2N2S

A structure of composition C2H4F2N2S in a non-equilibrium geometry (ωB97M-V/def2-TZVPD, the Open Molecules 2025 dataset).

orbital gap = 9.498 eV
ΔE to the lowest compared entry with this formula, charge and spin = 44.7 kcal per mole
net charge = 0
LUMO level = 0.379 eV

Cartesian coordinates (Å):
C (1.2463, -0.1452, -0.1344)
C (-1.4883, -0.3866, -0.1949)
N (1.4039, 1.1516, -0.0561)
N (-0.4683, -0.1657, 0.8207)
F (-1.1943, -1.4330, -1.0329)
F (-2.6826, -0.7124, 0.4073)
S (2.1073, -1.3472, -0.6884)
H (-1.7215, 0.5254, -0.7996)
H (0.6944, 1.6929, 0.5657)
H (2.2946, 1.6544, -0.3586)
H (-0.1916, -0.8343, 1.4714)

No. 11
# C2H4F2N2S

An isolated molecule of C2H4F2N2S in a non-equilibrium geometry (ωB97M-V/def2-TZVPD, the Open Molecules 2025 dataset).

SMILES = [H]/N=C(/NS)C(F)F
orbital gap = 10.168 eV
ΔE to the lowest compared entry with this formula, charge and spin = 15.4 kcal per mole
net charge = 0
LUMO level = 0.720 eV

Cartesian coordinates (Å):
H (0.6081, 2.0703, -0.1086)
N (-0.2369, 1.5317, -0.1277)
C (-0.0267, 0.3064, 0.0742)
N (-1.0294, -0.6441, 0.1500)
S (-2.6574, -0.2141, 0.0084)
C (1.3468, -0.2924, 0.3391)
F (1.4525, -1.4929, -0.3319)
F (2.3087, 0.5259, -0.1161)
H (-0.7698, -1.5768, -0.0817)
H (-2.6105, 0.3306, -1.2194)
H (1.6145, -0.5446, 1.4137)

No. 12
# C2H4F2N4O3

A cluster of 2 separate species, C2H4F2N4O3 in total in a non-equilibrium geometry (ωB97M-V/def2-TZVPD, the Open Molecules 2025 dataset).

multiplicity = 3
expectation value of S² = 2.011
orbital gap (alpha / beta) = 6.759 / 6.501 eV
ΔE to the lowest compared entry with this formula, charge and spin = 14.2 kcal per mole
net charge = 0
LUMO level (alpha / beta) = 0.195 / -3.949 eV

Cartesian coordinates (Å):
C (-0.1180, 1.1124, 1.0564)
C (-0.7678, -0.0478, -1.6624)
N (0.3533, 1.1923, 2.3102)
N (-0.0627, -0.1423, 0.4001)
N (0.1798, -0.3964, -2.5371)
N (0.1124, -1.4129, 0.8783)
O (-0.7013, 1.9783, 0.4743)
O (0.3771, -1.6301, 2.0832)
O (-0.0407, -2.2389, 0.0223)
F (0.4543, -1.6231, -2.9389)
F (1.2886, 0.3394, -2.5921)
H (-1.5785, -0.7598, -1.6412)
H (-0.8009, 0.9968, -1.5206)
H (1.0008, 0.5262, 2.8022)
H (0.3037, 2.1060, 2.8653)